(1)
C5H16N3 | ωB97M-V/def2-TZVPD

Structure (XYZ):
```
24
Properties=species:S:1:pos:R:3:forces:R:3:lowdin_charge:R:1
C 0.88358 1.39003 -2.13265 0.0 -0.1 0.1 -0.288
H 0.06933 0.40835 -0.49303 -0.2 0.0 0.1 0.050
H 2.92792 1.32191 -2.06401 0.1 -0.1 0.0 0.071
H 0.86272 -2.88847 0.63076 0.1 -0.1 0.0 0.130
H -0.82657 -2.61966 2.17794 0.0 -0.1 0.0 0.129
N 2.16017 1.36662 -1.40540 0.0 0.2 0.0 -0.013
N -1.50855 0.89961 -1.76546 0.1 0.1 0.1 0.002
H 0.72610 2.28855 -2.73869 0.1 0.0 0.0 0.117
C -0.23837 1.24054 -1.12481 -0.2 0.0 -0.2 -0.319
H 0.56611 -0.10001 1.43134 0.0 0.1 0.1 0.164
H -2.29109 -0.87733 1.09194 -0.1 0.0 -0.1 0.082
N 0.38485 -1.10093 1.45631 0.1 -0.2 0.0 0.035
H -2.73622 -1.12327 2.77868 0.0 0.0 0.1 0.093
H -1.80066 0.29556 2.32878 0.0 0.1 0.0 0.087
H -2.27486 1.02018 -1.11476 0.0 0.0 0.0 0.061
C 1.06131 -1.82571 0.66588 0.0 0.1 0.0 0.189
H 2.28544 2.24817 -0.91602 0.0 -0.1 0.0 0.072
H -0.31833 -1.42955 3.37836 0.0 0.0 0.0 0.138
C -1.95392 -0.76171 2.11772 0.1 0.0 0.0 -0.055
H 1.81235 -1.35153 0.04136 0.0 0.0 -0.1 0.120
H -0.28823 2.13789 -0.49427 0.0 0.0 0.0 0.116
C -0.68535 -1.56027 2.36172 -0.1 0.1 0.0 -0.171
H 0.85811 0.53165 -2.80222 0.0 0.0 -0.1 0.116
H -1.69523 1.55026 -2.51956 0.0 0.0 -0.1 0.074
```
Positions in Å, forces in eV/Å.

Its net charge is +1. The calculation puts the HOMO energy at -12.589 eV. The HOMO-LUMO gap is 0.2884 hartree. The energy above the lowest of the compared OMol25 structures with the same formula, charge and spin comes out at 202.66 kJ/mol.

=====

(2)
C4H9NO3 | ωB97M-V/def2-TZVPD

Structure (XYZ):
```
17
Properties=species:S:1:pos:R:3:forces:R:3:lowdin_charge:R:1
H 0.97190 -0.60145 -2.25779 1.1 0.6 -0.1 0.086
H -0.49806 -1.27721 -2.37021 -1.5 -2.2 -1.2 0.060
C -0.03817 -0.44745 -1.98017 -0.2 -0.6 2.0 0.037
H -2.41652 -0.16688 1.48869 -0.2 -1.4 0.2 0.064
C 1.41480 -0.06482 0.40436 -3.4 -1.7 -3.2 -0.426
O 2.21123 -0.97491 0.50822 0.0 0.5 0.7 0.033
O -0.42350 -1.74043 0.15610 -1.4 -0.5 -1.0 0.048
N 1.52533 1.21035 0.71359 1.4 1.8 0.7 0.159
H 0.98766 1.98953 0.33723 -0.3 -1.0 0.1 0.123
O -1.19402 0.35941 -0.08484 -1.3 1.4 -1.4 -0.108
C -1.63672 0.50072 1.21634 1.1 1.7 3.0 -0.109
C -0.28596 -0.54051 -0.49235 4.4 1.3 3.4 -0.482
H -0.56891 0.37886 -2.33574 -0.1 1.6 -0.8 0.077
H 0.46010 -2.08342 0.24928 0.9 -0.5 0.2 0.081
H -0.74016 0.47884 2.02223 -2.0 -0.1 -1.8 0.136
H -2.20883 1.48781 1.37860 1.4 -1.0 -0.8 0.109
H 2.43983 1.49158 1.04647 0.0 0.1 0.1 0.112
```
Positions in Å, forces in eV/Å.

The calculation puts the HOMO energy at -8.067 eV. The HOMO-LUMO gap is 0.3256 hartree. The energy above the lowest of the compared OMol25 structures with the same formula, charge and spin comes out at 268.44 kJ/mol.